A cluster of 2 separate species, C4H7ClO in total at a distorted geometry. Source: the Open Molecules 2025 dataset; level of theory: wB97M-V/def2-TZVPD.

Values from the calculation:
LUMO level in eV: -0.135
HOMO energy in eV: -9.2
Largest force on an atom in eV/A: 5.9
Relative energy (zero: lowest compared OMol25 entry of this formula, charge and spin) in eV: 6.119
Multiplicity: 1
E in Ha: -691.8211

Last column: natural (NBO) charge in e.
CARTESIAN COORDINATES (ANGSTROEM)
C 1.0495 0.3130 1.3234  -0.637
C 0.6385 -0.3527 0.0427  0.001
C -0.7803 -0.1698 -0.3081  -0.247
C -1.2308 1.0249 -0.9075  -0.206
H 2.2686 0.0541 1.2307  0.212
H 0.9285 1.4929 1.1479  0.247
H 0.6729 -0.3091 2.1829  0.235
H 1.3321 -0.0683 -0.7451  0.187
H -0.5249 -2.1472 -0.7354  0.455
H -1.5816 -0.8816 0.1379  0.244
H -0.7155 2.1059 -1.3455  0.265
O 0.7498 -1.7290 -0.2752  -0.676
Cl -2.8066 0.6670 -1.7485  -0.081

***

A structure of composition C4H7ClO at a distorted geometry. Source: the Open Molecules 2025 dataset; level of theory: wB97M-V/def2-TZVPD.

Values from the calculation:
LUMO level in eV: 1.043
HOMO energy in eV: -10.0
Largest force on an atom in eV/A: 3.9
Relative energy (zero: lowest compared OMol25 entry of this formula, charge and spin) in eV: 1.518
Multiplicity: 1
E in Ha: -691.9901

Last column: natural (NBO) charge in e.
CARTESIAN COORDINATES (ANGSTROEM)
C 0.0336 -0.0469 -2.2685  -0.638
C 0.1443 -0.5358 -0.7938  0.098
C -1.1732 -0.7168 0.6932  -0.074
C -0.2678 0.4476 0.3489  -0.261
H 0.2192 -0.9173 -2.9378  0.220
H 0.8369 0.6606 -2.5603  0.217
H -0.9932 0.2929 -2.5194  0.219
H 1.1120 -1.1216 -0.6519  0.185
H -0.8611 -1.3119 1.5422  0.185
H -2.3002 -0.4637 0.8796  0.181
H -0.7683 1.4077 0.0193  0.230
O -0.9950 -1.3070 -0.5626  -0.518
Cl 1.0761 1.0012 1.3441  -0.044

***

An isolated molecule of C4H7ClO at a distorted geometry. Source: the Open Molecules 2025 dataset; level of theory: wB97M-V/def2-TZVPD.

Values from the calculation:
LUMO level in eV: 0.416
HOMO energy in eV: -9.6
Largest force on an atom in eV/A: 5.8
Relative energy (zero: lowest compared OMol25 entry of this formula, charge and spin) in eV: 2.690
SMILES: O=CCCCCl
Multiplicity: 1
E in Ha: -691.9471

Last column: natural (NBO) charge in e.
CARTESIAN COORDINATES (ANGSTROEM)
O 0.2727 1.7280 -0.7981  -0.532
C 1.1783 0.9387 -0.4980  0.431
C 1.0912 -0.3741 0.1054  -0.519
C -0.3132 -0.7889 -0.3184  -0.446
C -1.2762 0.0761 0.4348  -0.447
Cl -2.7709 -0.5468 0.8052  0.003
H 2.2224 1.1320 -0.7785  0.117
H 0.9804 -0.3863 1.3868  0.262
H 1.9510 -0.9618 -0.2398  0.240
H -0.5033 -0.5515 -1.4366  0.220
H -0.6682 -1.8271 -0.2582  0.233
H -0.8914 0.5045 1.6280  0.170
H -1.2730 1.0573 -0.0327  0.268

***

An isolated molecule of C4H7ClO2 at a distorted geometry. Source: the Open Molecules 2025 dataset; level of theory: wB97M-V/def2-TZVPD.

Values from the calculation:
LUMO level in eV: 0.563
HOMO energy in eV: -10.0
Largest force on an atom in eV/A: 6.2
Relative energy (zero: lowest compared OMol25 entry of this formula, charge and spin) in eV: 2.246
SMILES: C[C@H](CO)C(=O)Cl
Multiplicity: 1
E in Ha: -767.1913

Last column: natural (NBO) charge in e.
CARTESIAN COORDINATES (ANGSTROEM)
C -0.2412 -0.0879 -1.3722  -0.648
C -0.0319 -0.5686 0.0604  -0.318
C -1.0457 0.5235 1.1197  -0.012
O -0.8453 1.8585 0.9368  -0.699
C 1.5861 -0.9409 -0.0384  0.540
O 1.9060 -2.0879 -0.0831  -0.520
Cl 2.7718 0.3541 0.0667  -0.064
H 0.0376 1.0439 -1.4191  0.235
H -1.3048 -0.3922 -1.6739  0.225
H 0.5422 -0.5758 -2.1890  0.218
H -0.3364 -1.5176 0.1788  0.197
H -0.9004 0.0463 2.1328  0.171
H -1.9356 0.0510 0.8662  0.185
H -0.2023 2.2937 1.4143  0.491

***

A structure of composition C4H7ClS at a distorted geometry. Source: the Open Molecules 2025 dataset; level of theory: wB97M-V/def2-TZVPD.

Values from the calculation:
LUMO level (spin up / spin down) in eV: -0.163 / -0.241
HOMO energy (spin up / spin down) in eV: -7.7 / -7.3
Largest force on an atom in eV/A: 5.5
Relative energy (zero: lowest compared OMol25 entry of this formula, charge and spin) in eV: 4.172
Multiplicity: 1
E in Ha: -1014.8155

Last column: natural (NBO) charge in e.
CARTESIAN COORDINATES (ANGSTROEM)
C -1.5500 0.7378 -1.0924  -0.443
C -1.9899 -0.0280 -0.0461  -0.355
C 0.3506 0.8224 -0.9914  -0.339
C 2.2992 -0.7817 0.6032  -0.731
S 1.1854 -0.6113 -0.8687  0.366
Cl 0.7372 2.1885 -0.0213  0.007
H -1.7983 0.2387 -1.9920  0.210
H -1.6192 1.8560 -1.1500  0.234
H -1.9268 0.3649 0.9331  0.176
H -2.2534 -1.1345 -0.1316  0.194
H 3.1619 -1.0867 0.2014  0.214
H 1.7830 -1.6584 1.1589  0.227
H 2.3145 0.1615 1.1700  0.241

***

A cluster of 2 separate species, C4H7ClS in total at a distorted geometry. Source: the Open Molecules 2025 dataset; level of theory: wB97M-V/def2-TZVPD.

Values from the calculation:
LUMO level (spin up / spin down) in eV: -0.491 / -1.107
HOMO energy (spin up / spin down) in eV: -8.4 / -8.2
Largest force on an atom in eV/A: 3.5
Relative energy (zero: lowest compared OMol25 entry of this formula, charge and spin) in eV: 3.880
Multiplicity: 1
E in Ha: -1014.8263

Last column: natural (NBO) charge in e.
CARTESIAN COORDINATES (ANGSTROEM)
C -1.8944 -1.6951 0.9976  -0.318
C -1.7032 -1.0384 -0.0866  0.033
C -1.3398 -3.0809 1.2139  -0.645
C -1.3120 2.8104 0.8882  -0.728
S -2.5372 1.5374 0.1847  -0.089
Cl -1.1378 -1.0711 -1.6101  0.145
H -2.0581 -1.0598 1.9776  0.264
H -0.3846 -2.8989 1.7134  0.233
H -0.9274 -3.5092 0.2740  0.216
H -2.0713 -3.8079 1.6302  0.235
H -1.3811 3.8235 0.4506  0.225
H -0.3220 2.4406 0.7770  0.217
H -1.5987 2.8237 1.9559  0.212

***

A structure of composition C4H7CuO at a distorted geometry. Source: the Open Molecules 2025 dataset; level of theory: wB97M-V/def2-TZVPD.

Values from the calculation:
LUMO level (spin up / spin down) in eV: -6.203 / -6.203
HOMO energy (spin up / spin down) in eV: -11.5 / -14.6
Largest force on an atom in eV/A: 2.8
Relative energy (zero: lowest compared OMol25 entry of this formula, charge and spin) in eV: 0.544
Total charge: +1
Expectation value of S²: 0.7535
Multiplicity: 2
E in Ha: -1871.9169

Last column: natural (NBO) charge in e.
CARTESIAN COORDINATES (ANGSTROEM)
C -2.4159 0.7769 0.3788  -0.311
C -0.2649 -0.0237 0.4018  -0.481
C 0.3059 1.1177 -0.3471  0.479
O 1.3913 1.0643 -0.9470  -0.718
Cu 2.6154 -0.2648 -2.3574  0.965
H -2.4469 1.4480 1.2397  0.188
H 0.3741 -0.8933 0.1686  0.225
H -3.0993 0.9653 -0.4495  0.196
H 0.0593 0.5935 1.3725  0.270
C -1.6979 -0.5195 0.4666  -0.474
H -1.8765 -1.0332 1.4277  0.249
H -1.9292 -1.1726 -0.3879  0.230
H -0.2361 2.0800 -0.4310  0.182

***

A cluster of 2 separate species, C4H7F in total at a distorted geometry. Source: the Open Molecules 2025 dataset; level of theory: wB97M-V/def2-TZVPD.

Values from the calculation:
LUMO level (spin up / spin down) in eV: -0.136 / -0.139
HOMO energy (spin up / spin down) in eV: -8.7 / -8.7
Largest force on an atom in eV/A: 5.4
Relative energy (zero: lowest compared OMol25 entry of this formula, charge and spin) in eV: 4.687
Multiplicity: 1
E in Ha: -256.2716

Last column: natural (NBO) charge in e.
CARTESIAN COORDINATES (ANGSTROEM)
C 0.1758 0.0884 -0.2929  -0.362
C 1.9252 -0.4682 -1.8690  -0.431
C -0.3823 -0.1896 0.9740  0.329
C -1.6918 0.4567 1.4764  -0.696
F 0.1696 -1.0232 1.8391  -0.336
H 1.4359 -1.3099 -2.4978  0.203
H -0.5290 0.7788 -0.8939  0.175
H 2.0581 0.4052 -2.4736  0.199
H 2.3672 -0.7579 -0.9992  0.204
H -2.3991 0.6126 0.6379  0.244
H -1.2980 1.5113 1.7083  0.229
H -1.8317 -0.1042 2.3906  0.241

***

An isolated molecule of C4H7F at a distorted geometry. Source: the Open Molecules 2025 dataset; level of theory: wB97M-V/def2-TZVPD.

Values from the calculation:
LUMO level in eV: 1.012
HOMO energy in eV: -8.9
Largest force on an atom in eV/A: 9.5
Relative energy (zero: lowest compared OMol25 entry of this formula, charge and spin) in eV: 3.070
SMILES: C=C(C)CF
Multiplicity: 1
E in Ha: -256.3310

Last column: natural (NBO) charge in e.
CARTESIAN COORDINATES (ANGSTROEM)
C 0.1814 -1.3753 0.4217  -0.374
C 0.0802 -0.0801 0.1481  -0.110
C -1.1334 0.5661 0.6466  -0.607
C 0.9745 0.5259 -0.7263  0.030
F 1.5373 -0.7050 -1.1843  -0.381
H -0.3438 -1.9005 1.2855  0.195
H 0.7681 -1.8447 -0.3059  0.229
H -1.8728 0.1222 1.1175  0.228
H -1.7745 0.6208 -0.3405  0.212
H -1.0373 1.7945 0.6724  0.193
H 1.9288 1.0485 -0.2037  0.187
H 0.6916 1.2278 -1.5313  0.196

***

Please write out number 8 again, unchanged.
A cluster of 2 separate species, C4H7F in total at a distorted geometry. Source: the Open Molecules 2025 dataset; level of theory: wB97M-V/def2-TZVPD.

Values from the calculation:
LUMO level (spin up / spin down) in eV: -0.136 / -0.139
HOMO energy (spin up / spin down) in eV: -8.7 / -8.7
Largest force on an atom in eV/A: 5.4
Relative energy (zero: lowest compared OMol25 entry of this formula, charge and spin) in eV: 4.687
Multiplicity: 1
E in Ha: -256.2716

Last column: natural (NBO) charge in e.
CARTESIAN COORDINATES (ANGSTROEM)
C 0.1758 0.0884 -0.2929  -0.362
C 1.9252 -0.4682 -1.8690  -0.431
C -0.3823 -0.1896 0.9740  0.329
C -1.6918 0.4567 1.4764  -0.696
F 0.1696 -1.0232 1.8391  -0.336
H 1.4359 -1.3099 -2.4978  0.203
H -0.5290 0.7788 -0.8939  0.175
H 2.0581 0.4052 -2.4736  0.199
H 2.3672 -0.7579 -0.9992  0.204
H -2.3991 0.6126 0.6379  0.244
H -1.2980 1.5113 1.7083  0.229
H -1.8317 -0.1042 2.3906  0.241